(1)
Entry from OMol25: the molecule C3H8N2O in a non-equilibrium geometry (ωB97M-V with the def2-TZVPD basis set).

The geometry in ORCA input format:
```
! wB97M-V def2-TZVPD RIJCOSX def2/J DEFGRID3
* xyz 0 1
C 1.9547 -0.3110 -0.4026
N 0.9331 0.1215 0.6084
N -0.0953 -0.7949 0.3105
C -1.4064 -0.4084 0.0804
C -1.6647 1.1179 -0.0129
O -2.2904 -1.2400 -0.0584
H 1.5849 0.3931 -1.3197
H 1.9788 -1.4161 -0.5339
H 2.9627 0.0782 -0.1685
H 1.2856 0.0586 1.6137
H 0.0278 -1.8329 0.3055
H -1.2552 1.4169 -1.0278
H -2.7789 1.1570 -0.1766
H -1.2367 1.6602 0.7820
*
```

Computed properties:
F_max: 3.9 eV/Å
HOMO-LUMO gap: 10.44 eV
HOMO level: -9.572 eV
SMILES string: CNNC(C)=O

Atom charges from the Löwdin analysis, given in e for atoms 1 to 6: atom 1 (C): -0.1180, atom 2 (N): -0.1233, atom 3 (N): -0.0520, atom 4 (C): -0.5157, atom 5 (C): -0.0080, atom 6 (O): 0.0244



(2)
Entry from OMol25: a cluster of 2 separate species, C3H8N2O in total in a non-equilibrium geometry (ωB97M-V with the def2-TZVPD basis set).

The geometry in ORCA input format:
```
! wB97M-V def2-TZVPD RIJCOSX def2/J DEFGRID3
* xyz 0 1
C 1.7436 -0.6041 -1.6449
C -1.3290 -0.6905 0.3141
C 0.9657 0.0686 1.0491
N 0.4851 -0.3656 -1.2334
N 0.0932 -0.4023 -0.0136
O 2.5974 -1.2309 -1.0189
H 1.9762 -0.2110 -2.6420
H -1.9002 -1.1859 -0.4581
H -1.2026 -1.3374 1.1946
H -1.8795 0.3265 0.5265
H 1.7551 -0.7285 1.1207
H 1.7032 0.9654 0.8399
H 0.3214 0.0715 1.8504
H 0.0438 0.7958 -2.2427
*
```

Computed properties:
F_max: 5.4 eV/Å
HOMO-LUMO gap (alpha / beta): 8.39 / 8.39 eV
HOMO level (alpha / beta): -8.221 / -8.222 eV

Atom charges from the Löwdin analysis, given in e for atoms 1 to 6: atom 1 (C): -0.4091, atom 2 (C): -0.0247, atom 3 (C): -0.0469, atom 4 (N): -0.0658, atom 5 (N): -0.3031, atom 6 (O): -0.0083



(3)
Entry from OMol25: the molecule C3H8N2O in a non-equilibrium geometry (ωB97M-V with the def2-TZVPD basis set).

The geometry in ORCA input format:
```
! wB97M-V def2-TZVPD RIJCOSX def2/J DEFGRID3
* xyz 0 1
C -1.1845 0.9091 0.7777
C -1.1131 -0.5398 0.3396
O -0.9810 -0.8737 -0.9813
N 0.1131 -1.2601 0.1375
C 1.3697 -0.6676 -0.1903
N 1.4742 0.4356 -1.0621
H -0.5865 1.0742 1.6761
H -0.8487 1.5822 -0.0104
H -2.2258 1.1595 0.9787
H -1.8178 -1.1739 0.8905
H 2.0463 -1.4719 -0.4957
H 1.5595 -0.4572 0.9091
H 0.7339 1.1187 -0.9326
H 1.4607 0.1649 -2.0370
*
```

Computed properties:
F_max: 3.7 eV/Å
HOMO-LUMO gap: 10.30 eV
HOMO level: -9.333 eV
SMILES string: C[C@H]1ON1CN

Atom charges from the Löwdin analysis, given in e for atoms 1 to 6: atom 1 (C): -0.0245, atom 2 (C): -0.4656, atom 3 (O): -0.0212, atom 4 (N): 0.0429, atom 5 (C): -0.3233, atom 6 (N): 0.0385



(4)
Entry from OMol25: the molecule C3H8N2O in a non-equilibrium geometry (ωB97M-V with the def2-TZVPD basis set).

The geometry in ORCA input format:
```
! wB97M-V def2-TZVPD RIJCOSX def2/J DEFGRID3
* xyz 0 3
C -1.6507 -1.2223 -0.4986
C -0.2332 -0.7098 -0.4222
C 0.2123 0.2176 0.7799
N 1.8080 1.7148 0.2043
N 1.6006 0.5613 0.6597
O 0.9432 2.4540 -0.2642
H -2.2991 -0.4573 -0.5669
H -1.7150 -1.8349 0.4079
H -1.6735 -1.8322 -1.2918
H 0.4697 -1.4236 -0.4831
H 0.0074 -0.0017 -1.1649
H 0.0206 -0.4525 1.5417
H -0.4030 1.0286 0.8154
H 2.9128 1.9580 0.2829
*
```

Computed properties:
F_max: 9.5 eV/Å
HOMO-LUMO gap (alpha / beta): 7.84 / 8.55 eV
HOMO level (alpha / beta): -6.658 / -10.513 eV

Atom charges from the Löwdin analysis, given in e for atoms 1 to 6: atom 1 (C): -0.0574, atom 2 (C): -0.2130, atom 3 (C): -0.2057, atom 4 (N): -0.2948, atom 5 (N): 0.0383, atom 6 (O): 0.0294



(5)
Entry from OMol25: a cluster of 2 separate species, C3H8N2O2 in total in a non-equilibrium geometry (ωB97M-V with the def2-TZVPD basis set).

The geometry in ORCA input format:
```
! wB97M-V def2-TZVPD RIJCOSX def2/J DEFGRID3
* xyz 0 1
C 1.0971 -3.1793 -1.0722
N 2.2561 -3.6547 -0.5247
C -1.2185 3.1424 0.9908
O -0.6879 3.7069 -0.1671
O -0.8953 3.3114 2.1177
C 0.2756 -2.0296 -0.2881
N -0.8319 -1.3464 -0.8530
H 0.7571 -4.2081 -0.7333
H 0.9703 -2.9344 -2.1369
H 3.1187 -3.1718 -0.8283
H -1.9078 2.3445 0.6547
H 0.4366 -2.1124 0.7929
H 0.6712 -0.9911 -0.5622
H -1.6909 -1.9023 -0.7769
H -0.8938 4.5577 0.3958
*
```

Computed properties:
F_max: 7.4 eV/Å
HOMO-LUMO gap: 6.07 eV
HOMO level: -8.676 eV

Atom charges from the Löwdin analysis, given in e for atoms 1 to 6: atom 1 (C): -0.3104, atom 2 (N): 0.0515, atom 3 (C): -0.4133, atom 4 (O): 0.0230, atom 5 (O): 0.0990, atom 6 (C): -0.3031



(6)
Entry from OMol25: a cluster of 2 separate species, C3H8N2O2 in total in a non-equilibrium geometry (ωB97M-V with the def2-TZVPD basis set).

The geometry in ORCA input format:
```
! wB97M-V def2-TZVPD RIJCOSX def2/J DEFGRID3
* xyz 0 1
C -1.4394 0.5206 -1.5050
C -0.7796 -0.4632 -0.9171
C 0.4904 -1.0096 -1.3965
N -1.3966 -1.1397 0.2774
O -2.2924 -0.6202 0.8635
O -1.0015 -2.2575 0.3980
H -1.1971 0.8811 -2.4882
H -2.2338 1.0509 -1.1209
H 1.1629 -0.2027 -1.3639
H 0.7183 -2.0251 -0.8702
H 0.4688 -1.3105 -2.5659
N 0.3602 0.3133 2.1811
H -0.4464 0.9686 2.0793
H 1.1342 0.9228 2.4150
H 0.1270 -0.0884 3.1306
*
```

Computed properties:
F_max: 4.5 eV/Å
HOMO-LUMO gap: 10.39 eV
HOMO level: -10.244 eV
SMILES string: C=C(C)[N+](=O)[O-].N

Atom charges from the Löwdin analysis, given in e for atoms 1 to 6: atom 1 (C): 0.1032, atom 2 (C): -0.2918, atom 3 (C): -0.0628, atom 4 (N): -0.4045, atom 5 (O): 0.0762, atom 6 (O): 0.0743



(7)
Entry from OMol25: a cluster of 3 separate species, C3H8N2O2 in total in a non-equilibrium geometry (ωB97M-V with the def2-TZVPD basis set).

The geometry in ORCA input format:
```
! wB97M-V def2-TZVPD RIJCOSX def2/J DEFGRID3
* xyz 0 1
C 0.9485 0.6993 -0.3727
C 1.4057 1.7548 0.5382
N 0.3578 1.8537 1.4410
C -0.6707 1.2184 0.9217
N -0.3618 0.5512 -0.2011
H 1.5841 0.3639 -1.1307
H 2.3691 2.0855 0.7374
H 0.3161 2.2429 2.3606
H -1.6618 1.3048 1.3768
O -1.9328 -1.7910 -1.0172
H -1.5069 -0.9911 -1.4582
H -2.7189 -1.8951 -1.6001
O 0.9760 -2.3670 -0.7652
H 0.8995 -2.6022 0.1626
H -0.0039 -2.4281 -0.9929
*
```

Computed properties:
F_max: 5.9 eV/Å
HOMO-LUMO gap: 9.33 eV
HOMO level: -8.511 eV
SMILES string: c1c[nH]cn1.O.O

Atom charges from the Löwdin analysis, given in e for atoms 1 to 6: atom 1 (C): -0.1470, atom 2 (C): -0.0537, atom 3 (N): 0.0258, atom 4 (C): -0.2164, atom 5 (N): 0.0337, atom 6 (H): 0.0750



(8)
Entry from OMol25: the molecule C3H8N2O2 (ωB97M-V with the def2-TZVPD basis set).

The geometry in ORCA input format:
```
! wB97M-V def2-TZVPD RIJCOSX def2/J DEFGRID3
* xyz 0 1
N 2.2734 0.6837 -1.0543
C 0.9483 0.6597 -0.6566
O 0.3384 1.6890 -0.3812
N 0.3887 -0.5832 -0.6093
C -1.0069 -0.7816 -0.2326
C -1.2925 -0.4217 1.2300
O -1.6016 0.9305 1.4295
H 2.7004 1.5826 -0.8803
H 2.8468 -0.0984 -0.7714
H 0.8608 -1.3303 -1.0929
H -1.2213 -1.8414 -0.4008
H -1.6734 -0.1924 -0.8755
H -0.4254 -0.7477 1.8314
H -2.1617 -0.9945 1.5733
H -0.9742 1.4455 0.8908
*
```

Computed properties:
F_max: 0.4 eV/Å
HOMO-LUMO gap: 10.43 eV
HOMO level: -9.770 eV
SMILES string: NC(=O)NCCO

Atom charges from the Löwdin analysis, given in e for atoms 1 to 6: atom 1 (N): 0.1437, atom 2 (C): -0.5912, atom 3 (O): 0.0399, atom 4 (N): 0.0494, atom 5 (C): -0.1592, atom 6 (C): -0.2700



(9)
Entry from OMol25: the molecule C3H8N2O2 in a non-equilibrium geometry (ωB97M-V with the def2-TZVPD basis set).

The geometry in ORCA input format:
```
! wB97M-V def2-TZVPD RIJCOSX def2/J DEFGRID3
* xyz 0 1
C 1.4201 -0.4435 -0.8848
C 0.3136 -0.5744 0.1596
N 0.8066 0.1739 1.2516
C -0.8027 0.2661 -0.4902
N -2.0521 0.5400 0.2504
O -1.9851 0.7437 1.4305
O -2.9380 0.8281 -0.5061
H 1.2021 -0.8575 -1.8002
H 1.6799 0.6407 -0.9705
H 2.4114 -0.8285 -0.5568
H -0.0650 -1.7236 0.3336
H 1.3968 -0.4737 1.8076
H 0.0797 0.3786 1.9326
H -1.1127 -0.0291 -1.5317
H -0.3546 1.3590 -0.4256
*
```

Computed properties:
F_max: 3.4 eV/Å
HOMO-LUMO gap: 10.39 eV
HOMO level: -10.108 eV
SMILES string: C[C@@H](N)C[N+](=O)[O-]

Atom charges from the Löwdin analysis, given in e for atoms 1 to 6: atom 1 (C): -0.0949, atom 2 (C): -0.4746, atom 3 (N): 0.0133, atom 4 (C): -0.0898, atom 5 (N): -0.4295, atom 6 (O): 0.0778



(10)
Entry from OMol25: a cluster of 2 separate species, C3H8N2O2 in total in a non-equilibrium geometry (ωB97M-V with the def2-TZVPD basis set).

The geometry in ORCA input format:
```
! wB97M-V def2-TZVPD RIJCOSX def2/J DEFGRID3
* xyz 0 1
C -1.2197 0.7324 -0.1584
C -0.4154 -1.7009 0.0620
C -0.1547 -0.1790 0.3031
N 0.6792 1.5564 1.7230
N 1.4064 -0.1258 -1.6242
O 1.5944 1.6457 2.4825
O 0.7146 0.1887 1.2203
H -1.6338 0.3897 -1.1658
H -1.9322 0.7366 0.7029
H -0.8095 1.7458 -0.4063
H 0.5300 -2.1193 -0.0768
H -1.0774 -1.8010 -0.7291
H -0.8795 -2.0221 0.9879
H 0.9133 0.6491 -2.0589
H 2.2845 0.3037 -1.2622
*
```

Computed properties:
F_max: 4.6 eV/Å
HOMO-LUMO gap (alpha / beta): 6.41 / 6.39 eV
HOMO level (alpha / beta): -7.628 / -7.612 eV

Atom charges from the Löwdin analysis, given in e for atoms 1 to 6: atom 1 (C): -0.0688, atom 2 (C): -0.0074, atom 3 (C): -0.3686, atom 4 (N): 0.0623, atom 5 (N): -0.0479, atom 6 (O): 0.0810